(1)
Here is a molecular structure, Cl2O2S from the OMol25 dataset. Energies are from ωB97M-V/def2-TZVPD.

Results
Energy relative to the best compared isomer or geometry (same formula, charge and spin) = 3.280 eV
Molar mass = 134.97 g/mol
Kohn-Sham gap (alpha / beta) = 8.91 / 7.00 eV
Lowest unoccupied orbital energy (alpha / beta) = -1.80 / -2.35 eV
Maximum force = 2.472 eV/A

```
5
Properties=species:S:1:pos:R:3:forces:R:3:nbo_charge:R:1
O -1.313 2.304 0.004 0.7 -0.9 0.1 -0.4705
Cl -0.802 -2.074 0.967 0.0 -0.4 0.9 -0.1888
Cl -0.188 1.188 0.107 -0.7 1.6 0.0 0.4117
S 0.280 -1.330 -0.537 -1.3 -0.4 -2.1 1.0402
O 1.686 -1.126 -0.348 1.3 0.0 1.0 -0.7926
```
Positions in Å, forces in eV/Å.

(2)
Here is a single C22H28N2O3 molecule from the OMol25 dataset. Energies are from ωB97M-V/def2-TZVPD.

Results
SMILES string = C=C(C)c1cccc(C(C)(C)NC(=O)NCc2ccc(OC)c(OC)c2)c1
Energy relative to the best compared isomer or geometry (same formula, charge and spin) = 2.454 eV
Molar mass = 368.48 g/mol
Kohn-Sham gap = 8.64 eV
Lowest unoccupied orbital energy = 0.70 eV
Maximum force = 0.560 eV/A

```
55
Properties=species:S:1:pos:R:3:forces:R:3:nbo_charge:R:1
H -3.772 1.622 -1.674 0.0 0.0 0.1 0.1976
H 3.455 -0.653 2.916 0.2 0.0 -0.2 0.1953
H 0.171 -0.976 4.497 0.0 0.0 0.1 0.2165
C 0.147 3.200 0.054 0.2 0.0 0.1 0.3439
H -0.611 1.206 0.251 0.1 -0.1 0.1 0.2268
H 2.559 1.934 1.820 -0.1 -0.1 0.0 0.2015
H -0.753 -1.430 -2.616 0.0 0.0 0.1 0.3855
C -0.570 -3.094 -1.363 -0.1 -0.2 0.1 0.0889
H -1.261 -4.861 -0.342 0.1 -0.1 0.0 0.2118
C -1.880 -0.927 -1.009 0.0 0.1 -0.5 0.7973
C 1.627 -2.141 1.596 0.1 -0.2 -0.4 -0.0674
H 1.523 7.297 -0.364 -0.1 0.0 0.0 0.2003
C 2.489 -0.711 3.387 0.0 0.0 0.0 -0.4041
H -1.494 5.693 -1.570 0.0 0.1 0.0 0.2187
C -2.195 3.691 -1.364 -0.1 -0.3 0.1 -0.2194
C 0.664 -2.987 -0.472 0.1 -0.1 -0.1 0.0724
C 2.949 -3.476 0.095 0.2 0.0 0.0 -0.2027
C -1.958 2.431 -0.854 -0.2 0.2 -0.2 -0.0446
H -0.250 7.177 -0.245 0.0 0.0 0.0 0.1743
C -0.281 -3.790 -2.696 -0.1 0.1 0.2 -0.6134
O 0.857 5.422 -0.221 -0.1 -0.4 0.1 -0.4830
N -1.053 -1.752 -1.710 0.2 -0.1 -0.4 -0.6411
H 0.842 1.534 2.055 0.0 0.0 0.0 0.1791
H -3.101 3.892 -1.916 -0.1 0.0 -0.1 0.2073
C 1.877 -3.591 -0.775 -0.1 0.0 0.0 -0.2526
H -1.179 -3.781 -3.310 -0.1 0.0 0.0 0.2198
O -2.269 -1.122 0.128 -0.1 -0.1 0.5 -0.6874
H 0.575 6.769 -1.776 0.0 0.0 0.0 0.1729
H 2.005 -4.165 -1.679 0.0 -0.1 -0.1 0.2104
H 1.686 1.014 0.573 0.0 0.0 0.0 0.1797
H -1.974 -3.360 0.267 0.0 -0.1 0.0 0.2495
H 0.004 -4.825 -2.531 0.1 -0.1 0.0 0.2227
C 1.601 1.813 1.318 0.0 -0.3 0.1 -0.2538
C 0.558 -2.271 0.715 0.2 0.0 0.2 -0.2425
H -1.805 0.384 -2.593 0.0 -0.1 0.1 0.3810
H -0.382 -1.800 0.948 -0.2 0.0 0.1 0.2443
H 3.668 -2.705 1.951 0.1 0.0 0.1 0.2128
C 2.832 -2.762 1.270 0.0 0.0 0.0 -0.1931
C -0.781 2.195 -0.145 0.2 0.1 0.1 -0.3158
H -0.602 -0.871 2.914 -0.1 0.0 0.0 0.2260
C 1.478 -1.390 2.854 0.0 0.2 0.3 0.0184
H -3.285 0.908 -0.116 -0.1 0.1 -0.2 0.2463
C -0.107 4.490 -0.466 0.1 0.1 0.0 0.2465
C 0.127 -1.422 3.506 0.1 0.1 0.0 -0.6440
H 2.381 -0.171 4.312 -0.1 0.1 0.2 0.1966
C -1.278 4.717 -1.166 0.3 0.2 0.1 -0.2952
H 3.884 -3.961 -0.148 0.1 0.0 0.0 0.2111
H 0.517 -3.285 -3.239 0.1 0.0 -0.1 0.2078
C -2.919 1.292 -1.073 -0.1 0.0 0.1 -0.2426
N -2.282 0.169 -1.732 -0.1 0.2 -0.2 -0.6268
H -0.227 -2.447 3.592 -0.1 -0.1 0.0 0.2209
C -1.655 -3.888 -0.625 0.0 0.1 0.0 -0.6163
H -2.519 -4.026 -1.270 -0.1 0.0 -0.1 0.2088
C 0.649 6.732 -0.683 0.0 0.2 -0.1 -0.2497
O 1.320 3.057 0.727 -0.3 0.4 -0.3 -0.4970
```
Positions in Å, forces in eV/Å.

(3)
Here is a single C3H7NO molecule from the OMol25 dataset. Energies are from ωB97M-V/def2-TZVPD.

Results
SMILES string = CC(C)=NO
Energy relative to the best compared isomer or geometry (same formula, charge and spin) = 2.088 eV
Molar mass = 73.09 g/mol
Kohn-Sham gap = 10.51 eV
Lowest unoccupied orbital energy = 1.08 eV
Maximum force = 0.638 eV/A

```
12
Properties=species:S:1:pos:R:3:forces:R:3:nbo_charge:R:1
H 1.861 -2.246 0.806 0.0 0.2 0.0 0.4771
H -1.941 0.800 0.639 0.1 -0.1 -0.1 0.2186
C 0.774 0.992 -0.341 0.1 0.0 0.0 -0.6877
O 1.699 -1.334 0.536 0.3 -0.2 0.1 -0.5833
H 0.253 1.669 -1.025 0.1 -0.1 0.1 0.2178
H 1.068 1.568 0.545 -0.1 -0.1 -0.1 0.2352
H 1.690 0.629 -0.810 -0.1 0.1 0.1 0.2434
H -2.101 -0.928 0.230 0.1 0.2 0.0 0.2341
C -1.602 0.006 -0.039 0.0 0.0 0.0 -0.6433
N 0.310 -1.289 0.466 -0.4 0.4 -0.2 -0.1522
C -0.112 -0.159 0.048 0.0 -0.2 0.1 0.2242
H -1.899 0.293 -1.055 0.1 0.0 0.2 0.2162
```
Positions in Å, forces in eV/Å.

(4)
Here is a single CH2FNO5S molecule from the OMol25 dataset. Energies are from ωB97M-V/def2-TZVPD.

Results
SMILES string = O=[N+]([O-])OS(=O)(=O)CF
Energy relative to the best compared isomer or geometry (same formula, charge and spin) = 0.317 eV
Molar mass = 159.09 g/mol
Kohn-Sham gap = 11.79 eV
Lowest unoccupied orbital energy = -0.33 eV
Maximum force = 4.317 eV/A

```
11
Properties=species:S:1:pos:R:3:forces:R:3:nbo_charge:R:1
H 0.157 -1.250 0.806 -2.3 -2.1 -0.6 0.1717
O -1.379 0.541 -0.089 0.3 1.0 0.7 -0.5511
N -1.311 -0.227 -1.266 1.8 -0.9 1.5 0.7436
S 0.167 1.009 0.381 1.4 0.7 2.0 2.2414
F 1.850 -0.920 -0.097 2.9 -1.0 -2.4 -0.2854
H 1.301 -0.738 1.827 0.5 1.2 -0.6 0.2034
O -2.324 -0.435 -1.759 -3.1 0.1 -1.7 -0.2684
C 0.971 -0.634 0.768 -1.5 2.2 3.4 -0.1358
O -0.239 -0.701 -1.469 0.8 -0.3 -1.1 -0.3642
O 0.002 1.727 1.618 -0.6 -0.8 -1.0 -0.8805
O 0.807 1.628 -0.720 -0.1 0.0 -0.3 -0.8748
```
Positions in Å, forces in eV/Å.

(5)
Here is a molecular structure, C5H3CuOS7 from the OMol25 dataset. Energies are from ωB97M-V/def2-TZVPD.

Results
Energy relative to the best compared isomer or geometry (same formula, charge and spin) = 0.432 eV
Molar mass = 367.09 g/mol
Kohn-Sham gap = 5.12 eV
Charge = -2
Lowest unoccupied orbital energy = 4.77 eV
Maximum force = 0.569 eV/A

```
17
Properties=species:S:1:pos:R:3:forces:R:3:nbo_charge:R:1
S -1.700 0.835 -1.658 -0.3 0.0 0.1 -0.4758
H -0.050 -4.548 3.574 0.0 0.0 0.0 0.1657
S 0.000 -2.377 0.260 0.0 -0.3 0.1 -0.3708
C -0.004 4.717 -2.402 0.0 -0.5 0.2 -0.5728
S -0.012 6.347 -2.750 0.0 0.4 -0.1 -0.3012
S 1.738 0.848 -1.686 0.3 0.0 0.1 -0.4760
C 0.691 2.209 -1.900 0.0 0.3 -0.2 -0.4267
C -0.024 -4.051 2.604 0.0 0.0 -0.1 -0.2599
H -0.897 -4.329 2.010 0.0 0.0 0.0 0.1857
Cu 0.032 -0.439 -0.871 0.0 -0.1 0.0 0.6685
C 0.006 -1.773 1.849 0.0 0.0 0.1 -0.0132
S -1.420 3.768 -2.174 0.4 0.0 -0.1 0.4530
C -0.669 2.203 -1.887 0.0 0.4 -0.2 -0.4258
O -0.011 -2.665 2.887 0.0 -0.1 0.0 -0.5441
H 0.869 -4.350 2.050 0.0 0.0 0.0 0.1839
S 1.424 3.779 -2.204 -0.4 0.0 -0.1 0.4530
S 0.026 -0.175 2.296 0.0 0.0 0.0 -0.2436
```
Positions in Å, forces in eV/Å.

(6)
Here is a single CH4NOP molecule from the OMol25 dataset. Energies are from ωB97M-V/def2-TZVPD.

Results
SMILES string = C=NOP
Energy relative to the best compared isomer or geometry (same formula, charge and spin) = 3.776 eV
Molar mass = 77.02 g/mol
Kohn-Sham gap = 9.56 eV
Lowest unoccupied orbital energy = 0.05 eV
Maximum force = 3.873 eV/A

```
8
Properties=species:S:1:pos:R:3:forces:R:3:nbo_charge:R:1
C 1.887 -0.214 -0.070 -0.7 2.8 0.8 -0.1609
H 2.681 -0.901 0.205 -0.3 -0.1 -0.3 0.2002
H -2.186 0.017 1.262 -0.3 -0.2 -1.5 -0.0285
H -2.683 0.841 -0.719 0.2 -0.2 0.4 -0.0375
H 2.088 0.925 -0.059 -0.1 -1.8 -0.5 0.1699
P -2.156 -0.378 -0.182 3.5 1.3 1.0 0.6001
N 0.690 -0.628 -0.077 -1.2 -0.7 -0.5 -0.1306
O -0.321 0.337 -0.359 -1.2 -1.2 0.4 -0.6125
```
Positions in Å, forces in eV/Å.

(7)
Here is a single C3H3N3O2 molecule from the OMol25 dataset. Energies are from ωB97M-V/def2-TZVPD.

Results
SMILES string = N/N=C1\N=CC(=O)O1
Energy relative to the best compared isomer or geometry (same formula, charge and spin) = 4.551 eV
Molar mass = 113.08 g/mol
Kohn-Sham gap = 8.22 eV
Lowest unoccupied orbital energy = -1.39 eV
Maximum force = 7.053 eV/A

```
11
Properties=species:S:1:pos:R:3:forces:R:3:nbo_charge:R:1
O 2.703 -0.400 0.268 -3.0 -0.1 0.2 -0.5211
C -0.580 -0.328 -0.372 -5.0 2.5 2.2 0.5272
N -2.723 0.184 0.428 6.0 1.2 -0.8 -0.6227
N -0.251 1.084 -0.343 -3.3 0.9 -0.5 -0.4351
C 1.503 -0.131 0.129 6.4 1.2 -0.3 0.6801
O 0.551 -0.912 -0.208 1.1 -7.0 -0.4 -0.4309
H -3.521 -0.043 -0.083 -1.7 0.2 -1.0 0.3657
H -2.141 1.159 0.190 -2.8 -2.7 0.5 0.3866
N -1.753 -0.857 0.007 1.9 2.8 -0.6 -0.2039
C 0.947 1.195 -0.019 1.2 1.5 1.8 0.0229
H 1.505 2.091 0.344 -0.7 -0.6 -1.0 0.2315
```
Positions in Å, forces in eV/Å.

(8)
Here is a single C4H9NO2 molecule from the OMol25 dataset. Energies are from ωB97M-V/def2-TZVPD.

Results
SMILES string = COCCNC=O
Energy relative to the best compared isomer or geometry (same formula, charge and spin) = 1.365 eV
Molar mass = 103.12 g/mol
Kohn-Sham gap = 10.69 eV
Lowest unoccupied orbital energy = 0.92 eV
Maximum force = 0.391 eV/A

```
16
Properties=species:S:1:pos:R:3:forces:R:3:nbo_charge:R:1
C -0.139 -1.301 1.808 0.1 -0.1 0.0 0.5253
O -0.435 1.030 -0.733 -0.1 0.0 -0.1 -0.5538
N -0.908 -1.252 0.689 0.1 0.0 0.1 -0.6078
H -0.704 -1.016 2.715 0.1 -0.1 0.0 0.1097
C -0.282 -1.324 -0.618 0.0 -0.1 -0.2 -0.2471
H 1.328 0.030 -0.262 -0.2 0.1 -0.1 0.1852
H 0.828 -0.057 -1.976 0.0 0.0 0.2 0.1733
H 0.798 2.647 -1.216 -0.1 -0.1 0.1 0.1666
H -1.764 -0.719 0.755 0.1 -0.1 0.0 0.3995
C 0.189 2.241 -0.394 0.1 0.3 0.1 -0.2442
C 0.462 -0.038 -0.937 0.2 -0.2 0.0 -0.0806
H -0.605 2.955 -0.161 0.1 -0.1 0.0 0.1919
H 0.431 -2.152 -0.630 -0.1 0.0 0.0 0.2266
H 0.833 2.116 0.490 -0.1 0.0 -0.1 0.1688
H -1.060 -1.524 -1.359 0.1 0.1 0.1 0.2045
O 1.030 -1.636 1.830 -0.4 0.1 0.0 -0.6181
```
Positions in Å, forces in eV/Å.

energy relative to the best compared isomer or geometry (same formula, charge and spin) of number 2 (C22H28N2O3)?
2.454 eV

Number 6 is which compound?
CH4NOP